(1)
Here is a cluster of 2 separate species, C3H10N in total from the Open Molecules 2025 dataset. Energies are from ωB97M-V/def2-TZVPD.

Values from the calculation:
E_LUMO (eV): -6.32
Energy relative to the best compared isomer or geometry (same formula, charge and spin) (eV): 2.9924
DFT total energy (hartree): -174.7016
Frontier orbital gap (eV): 8.565

```
! wB97M-V def2-TZVPD RIJCOSX def2/J DEFGRID3
* xyz 1 1
C 2.3017 -0.2946 -3.5658
H 1.4274 -0.2801 -2.7453
H 2.5985 -1.2123 -4.0415
H 3.2848 0.1064 -3.1622
H 2.0189 0.3039 -4.4185
C -0.2541 -0.1704 2.0055
C -2.3619 0.8062 1.6911
N -1.5305 0.2882 2.6334
H -0.5627 -1.1723 1.6152
H 0.3602 -0.2474 2.8516
H 0.1231 0.3555 1.0978
H -2.1117 1.1756 0.6485
H -3.4025 0.7006 1.9492
H -1.8912 -0.3594 3.4411
*
```

(2)
Here is a cluster of 2 separate species, C3H10N in total from the Open Molecules 2025 dataset. Energies are from ωB97M-V/def2-TZVPD.

Values from the calculation:
E_LUMO (eV): -4.17
Energy relative to the best compared isomer or geometry (same formula, charge and spin) (eV): 2.3478
DFT total energy (hartree): -174.7253
Frontier orbital gap (eV): 9.959

```
! wB97M-V def2-TZVPD RIJCOSX def2/J DEFGRID3
* xyz 1 1
C 1.5088 1.3119 -0.0638
C 1.4336 1.9076 1.0612
C -0.6429 -1.6778 0.0729
N -1.4928 -0.7514 -0.8437
H 0.6888 0.5439 -0.3408
H 0.1512 -2.0838 -0.4960
H 2.3560 1.3066 -0.8434
H 2.1543 2.6601 1.3266
H 0.6673 1.7594 1.8130
H -0.3763 -0.9964 0.8620
H -1.2878 -2.4839 0.2876
H -0.9635 0.1703 -1.1612
H -2.2004 -0.3596 -0.0902
H -1.9963 -1.3068 -1.5844
*
```

(3)
Here is a cluster of 2 separate species, C3H10N2 in total from the Open Molecules 2025 dataset. Energies are from ωB97M-V/def2-TZVPD.

Values from the calculation:
SMILES: C=CN.CN
E_LUMO (eV): 1.19
Energy relative to the best compared isomer or geometry (same formula, charge and spin) (eV): 1.1622
DFT total energy (hartree): -229.7665
Frontier orbital gap (eV): 9.383

```
! wB97M-V def2-TZVPD RIJCOSX def2/J DEFGRID3
* xyz 0 1
C -1.2909 0.8693 1.0431
N -0.9710 1.3820 -0.2813
H -0.9400 2.3972 -0.2612
H -1.6136 0.9381 -1.0142
H -2.1965 1.3037 1.4864
H -0.4208 1.0057 1.6867
H -1.4571 -0.2062 0.9532
N 0.2235 -1.2650 -1.3026
C 1.2016 -0.5259 -0.6245
C 1.7334 -0.8621 0.5487
H 0.1509 -2.2161 -0.9736
H 0.3104 -1.2628 -2.3049
H 1.4572 0.3991 -1.1142
H 2.2979 -0.1504 1.1236
H 1.5151 -1.8065 1.0348
*
```

(4)
Here is a cluster of 2 separate species, C3H10N2 in total from the Open Molecules 2025 dataset. Energies are from ωB97M-V/def2-TZVPD.

Values from the calculation:
SMILES: [H]/N=C\N.CC
E_LUMO (eV): 1.04
Energy relative to the best compared isomer or geometry (same formula, charge and spin) (eV): 0.9597
DFT total energy (hartree): -229.7740
Frontier orbital gap (eV): 10.299

```
! wB97M-V def2-TZVPD RIJCOSX def2/J DEFGRID3
* xyz 0 1
C 4.3545 0.1047 -2.3106
C 3.6487 0.0710 -0.9519
H 4.2273 -0.9141 -2.6981
H 3.8960 0.7936 -3.0169
H 5.4377 0.2391 -2.2346
H 2.7339 -0.5453 -0.9757
H 3.1183 1.0197 -0.7557
H 4.2538 -0.0233 -0.0630
N -5.1256 0.4291 1.4544
C -3.9262 -0.0835 1.9082
N -3.7382 -1.2824 2.2896
H -5.2975 1.4120 1.4089
H -5.8992 -0.2103 1.4298
H -3.0872 0.6087 1.7864
H -4.5965 -1.6190 2.7294
*
```

(5)
Here is a cluster of 2 separate species, C3H10N2 in total from the Open Molecules 2025 dataset. Energies are from ωB97M-V/def2-TZVPD.

Values from the calculation:
SMILES: [H]/N=C/N.CC
E_LUMO (eV): 1.03
Energy relative to the best compared isomer or geometry (same formula, charge and spin) (eV): 0.9871
DFT total energy (hartree): -229.7730
Frontier orbital gap (eV): 10.287

```
! wB97M-V def2-TZVPD RIJCOSX def2/J DEFGRID3
* xyz 0 1
C -0.3875 -1.5733 -0.8982
C 1.0728 -1.1817 -0.6530
H -0.8496 -0.7434 -1.4601
H -0.8373 -1.7451 0.1162
H -0.4913 -2.5066 -1.4501
H 1.5210 -0.2971 -0.1321
H 1.4023 -1.9512 0.0717
H 1.7873 -1.3909 -1.5441
N -1.1762 1.3066 0.1289
C -0.1856 1.8620 0.9431
N 0.4225 1.2190 1.8405
H -1.7937 1.8252 -0.5024
H -1.3449 0.3635 0.4281
H -0.0705 2.9285 0.7107
H 0.9307 1.8845 2.4007
*
```

(6)
Here is a cluster of 2 separate species, C3H10N2 in total from the Open Molecules 2025 dataset. Energies are from ωB97M-V/def2-TZVPD.

Values from the calculation:
SMILES: C=N.CCN
E_LUMO (eV): 1.05
Energy relative to the best compared isomer or geometry (same formula, charge and spin) (eV): 2.5049
DFT total energy (hartree): -229.7172
Frontier orbital gap (eV): 10.175

```
! wB97M-V def2-TZVPD RIJCOSX def2/J DEFGRID3
* xyz 0 1
C 3.6189 4.5608 -3.7918
N 3.7300 3.5340 -4.6570
H 4.3772 4.9179 -3.0509
H 2.8207 5.1895 -3.6578
H 2.9510 3.5922 -5.2528
C -2.1674 -2.6816 2.8991
C -1.2566 -1.8751 2.0438
N -1.5175 -1.9561 0.5539
H -2.3962 -3.6319 2.6820
H -1.7240 -2.7824 3.9564
H -3.0418 -2.1131 3.1663
H -1.1118 -0.7930 2.4348
H -0.3392 -2.4241 2.0532
H -2.4035 -2.4493 0.5074
H -1.5399 -1.0879 0.1134
*
```